# 1
{
  "formula": "H25O16S",
  "method": "ωB97M-V/def2-TZVPD",
  "homo_ev": -7.19,
  "spin_multiplicity": 1,
  "charge": -1,
  "lumo_energy_ev": 1.118,
  "energy_ev": -44000.531,
  "symbols": ["S", "O", "O", "O", "O", "O", "O", "O", "O", "O", "O", "O", "O", "O", "O", "O", "O", "H", "H", "H", "H", "H", "H", "H", "H", "H", "H", "H", "H", "H", "H", "H", "H", "H", "H", "H", "H", "H", "H", "H", "H", "H"],
  "xyz": [[-25.105, -32.866, 28.568], [-24.234, -33.110, 29.731], [-26.551, -33.299, 28.851], [-28.623, -34.296, 27.676], [-24.101, -31.300, 31.487], [-24.650, -33.779, 27.583], [-25.011, -34.986, 31.416], [-27.476, -35.216, 30.113], [-23.657, -31.156, 25.837], [-25.913, -34.330, 25.376], [-26.881, -30.012, 26.966], [-24.191, -29.423, 29.360], [-28.077, -31.412, 29.899], [-21.705, -32.504, 29.618], [-22.225, -33.462, 26.354], [-24.678, -36.319, 27.239], [-25.177, -31.484, 28.207], [-23.123, -33.826, 26.886], [-26.180, -33.425, 25.227], [-27.546, -30.268, 27.686], [-24.338, -35.595, 31.759], [-28.568, -35.053, 27.218], [-24.700, -35.239, 27.202], [-24.390, -28.879, 28.740], [-24.282, -31.210, 26.667], [-22.250, -33.935, 25.589], [-27.759, -33.898, 28.062], [-25.353, -34.102, 26.175], [-21.676, -32.748, 28.690], [-26.378, -30.652, 27.439], [-24.650, -36.782, 28.066], [-24.577, -34.240, 31.039], [-23.289, -32.036, 25.785], [-27.285, -34.366, 29.794], [-24.032, -30.617, 30.928], [-24.197, -32.089, 30.801], [-22.690, -32.567, 29.677], [-28.042, -35.942, 29.611], [-26.809, -35.639, 30.709], [-27.472, -30.771, 30.223], [-27.539, -32.196, 29.525], [-24.429, -30.336, 28.905]],
  "atomic_forces_ev_per_a": [[-2.71, -1.44, 3.38], [-1.10, -0.21, -0.38], [1.34, 0.28, 0.64], [-0.14, 4.83, 3.95], [-0.84, -5.91, 1.84], [1.57, -0.64, -2.76], [-1.11, -2.33, 1.12], [-2.73, -7.37, 1.83], [-2.31, 0.63, 2.05], [0.85, 0.48, 1.10], [-2.70, -0.17, 1.71], [1.48, -7.63, 5.01], [-0.51, -2.02, -1.10], [-1.06, -0.16, -0.34], [-3.09, 0.45, 5.27], [-0.21, 2.27, -1.96], [0.54, 0.24, -0.49], [3.45, 1.49, -1.86], [-0.58, 0.46, -0.76], [-0.54, 1.55, -1.56], [-0.23, 0.53, -0.22], [1.18, -3.96, -2.78], [0.05, -4.40, 1.64], [-1.96, 5.95, -6.22], [1.93, 0.32, -2.61], [0.08, -2.26, -3.51], [-1.30, -1.12, -1.90], [-0.98, -0.69, -1.43], [0.89, -0.03, -0.53], [2.50, -0.86, -0.51], [0.17, 0.76, 0.79], [0.79, 1.18, -0.86], [0.54, -0.40, 0.13], [1.47, 3.56, -2.20], [0.54, 4.58, -2.96], [0.23, 2.40, 2.44], [1.35, 0.27, 0.72], [1.55, 2.98, 0.81], [0.49, 1.03, -0.26], [1.07, 0.67, 0.47], [-0.72, 2.04, 0.78], [0.79, 2.67, 1.48]]
}

# 2
{
  "formula": "C12H17N",
  "method": "ωB97M-V/def2-TZVPD",
  "smiles": "CCc1c[nH]c2ccccc12.CC",
  "homo_ev": -7.86,
  "spin_multiplicity": 1,
  "lumo_energy_ev": 0.899,
  "energy_ev": -14210.027,
  "symbols": ["N", "C", "C", "C", "C", "C", "C", "C", "C", "C", "C", "C", "C", "H", "H", "H", "H", "H", "H", "H", "H", "H", "H", "H", "H", "H", "H", "H", "H", "H"],
  "xyz": [[0.757, 2.749, -0.404], [0.727, 1.591, -1.134], [1.357, 1.248, -2.327], [-0.668, 1.386, 0.673], [1.445, -3.090, 0.729], [-0.097, 2.618, 0.671], [-1.753, 0.895, 1.577], [0.303, -0.937, -2.179], [1.497, -1.793, 1.502], [-0.098, 0.673, -0.451], [-0.347, -0.578, -1.013], [-3.085, 0.750, 0.841], [1.149, -0.021, -2.820], [-0.344, 3.416, 1.355], [0.157, -1.947, -2.537], [1.197, 3.606, -0.683], [-1.483, -0.019, 2.121], [1.911, 1.954, -2.934], [-3.921, 0.645, 1.535], [-1.809, 1.564, 2.442], [1.369, -1.947, 2.581], [2.257, -3.757, 1.018], [-0.987, -1.306, -0.532], [2.450, -1.265, 1.441], [1.631, -0.345, -3.733], [1.563, -2.945, -0.343], [0.474, -3.577, 0.842], [0.680, -1.108, 1.300], [-3.058, -0.121, 0.189], [-3.276, 1.659, 0.272]],
  "atomic_forces_ev_per_a": [[-0.07, 0.38, 0.08], [0.23, -0.47, 0.08], [-0.04, 0.05, -0.44], [0.38, -0.55, -0.04], [0.01, 0.02, -0.40], [-0.56, -0.19, 0.13], [0.28, 0.08, 0.82], [-0.11, 0.16, 0.61], [-0.07, 0.28, 1.26], [-0.73, 0.68, -0.20], [0.32, -0.32, -0.16], [-0.01, 0.17, 0.52], [-0.10, -0.46, -0.17], [0.33, 0.19, -0.13], [0.08, 0.08, -0.31], [0.06, -0.03, -0.01], [0.07, -0.33, -0.58], [0.19, 0.07, 0.29], [0.08, -0.18, 0.03], [-0.35, 0.45, -0.29], [0.12, -0.43, -0.04], [-0.18, -0.16, 0.19], [-0.10, 0.10, 0.11], [-0.07, 0.04, -0.43], [0.06, 0.20, -0.08], [0.04, 0.26, -0.10], [0.12, -0.18, 0.22], [0.12, 0.09, -0.54], [-0.11, 0.11, -0.19], [0.00, -0.11, -0.25]]
}

# 3
{
  "formula": "H2INS",
  "method": "ωB97M-V/def2-TZVPD",
  "homo_ev": [-8.98, -8.98],
  "spin_multiplicity": 1,
  "lumo_energy_ev": [-1.706, -1.908],
  "energy_ev": -20456.066,
  "symbols": ["I", "S", "N", "H", "H"],
  "xyz": [[3.474, 0.046, 0.026], [0.814, -0.469, 0.137], [-0.520, 0.266, 0.255], [1.111, -0.438, -1.294], [-0.846, 0.729, 1.051]],
  "atomic_forces_ev_per_a": [[-0.35, 0.41, 0.07], [0.52, -0.93, -1.19], [0.91, 0.32, -2.48], [-0.81, -0.11, 1.80], [-0.28, 0.30, 1.79]]
}